The following is a DFT calculation (ωB97M-V/def2-TZVPD) of C2H3AlO3 as an isolated structure in a non-equilibrium geometry.

As for the total charge: +2. The value obtained for the highest occupied orbital energy (alpha / beta) is -0.805 / -0.805 hartree. The value obtained for the energy above the lowest of the compared OMol25 structures with the same formula, charge and spin is 53.1 kcal per mole. The HOMO-LUMO gap (alpha / beta) comes out at 5.371 / 5.369 eV. Its multiplicity is 1.

XYZ file:
```
9
Properties=species:S:1:pos:R:3:nbo_charge:R:1
O 1.516 1.397 0.880 -0.77
Al 2.033 0.945 -0.748 2.35
O 0.092 -0.188 0.646 -0.38
C 0.370 1.094 0.398 0.91
O 0.073 1.601 -0.706 -0.61
C -0.839 -1.055 0.009 -0.29
H -1.838 -0.686 0.254 0.29
H -0.767 -1.032 -1.083 0.23
H -0.639 -2.076 0.350 0.28
```

The following is a DFT calculation (ωB97M-V/def2-TZVPD) of C41H54BN3ORbS as an isolated structure.

As for the total charge: -1. The value obtained for the highest occupied orbital energy is -0.110 hartree. The value obtained for the energy above the lowest of the compared OMol25 structures with the same formula, charge and spin is 0.0 kcal per mole. The HOMO-LUMO gap comes out at 5.093 eV. Its multiplicity is 1.

XYZ file:
```
102
Properties=species:S:1:pos:R:3:mulliken_charge:R:1
Rb -1.610 0.633 -0.630 0.94
C 0.202 3.886 -0.903 -0.80
C -1.015 4.757 -0.562 0.85
C -1.480 5.506 -1.803 -1.75
C -2.099 3.908 0.080 -0.04
C -1.907 3.411 1.372 -0.26
C -2.835 2.571 1.966 -0.46
C -3.998 2.195 1.288 0.87
C -4.991 1.261 1.929 -1.38
C -4.196 2.699 0.012 -0.98
C -3.259 3.539 -0.590 -0.13
H 1.026 4.504 -1.270 0.50
H -0.052 3.188 -1.706 0.00
H 0.557 3.313 -0.045 0.07
H -0.710 5.488 0.196 0.42
H -1.710 4.812 -2.615 0.26
H -0.684 6.163 -2.158 0.45
H -2.364 6.115 -1.606 0.43
H -0.998 3.667 1.907 0.36
H -2.644 2.181 2.959 0.40
H -5.418 1.700 2.833 0.37
H -4.513 0.322 2.218 0.21
H -5.807 1.029 1.246 0.34
H -5.087 2.417 -0.537 0.24
H -3.440 3.872 -1.602 0.18
O -3.006 -0.600 -2.704 -0.85
N -2.549 -0.644 -3.919 0.72
C -2.614 -1.833 -4.562 -0.31
C -2.148 -2.010 -5.840 -0.84
C -1.584 -0.914 -6.495 -0.26
C -1.517 0.289 -5.834 -0.71
C -1.987 0.471 -4.520 0.00
S -1.865 1.953 -3.690 -0.37
H -3.056 -2.610 -3.958 0.49
H -2.222 -2.984 -6.304 0.41
H -1.202 -1.010 -7.503 0.35
H -1.079 1.161 -6.299 0.42
C 3.182 1.640 -0.768 -1.10
C 4.019 0.929 0.299 1.61
C 5.512 1.166 0.072 -1.95
C 3.558 1.346 1.684 0.30
C 4.030 2.522 2.255 -0.48
C 3.567 2.947 3.489 -1.37
C 2.620 2.195 4.158 -0.89
C 2.109 1.013 3.621 0.21
C 1.008 0.321 4.408 0.85
C 1.050 -1.207 4.462 -1.76
C -0.362 0.811 3.921 -1.38
C 2.590 0.594 2.372 -0.46
N 2.108 -0.594 1.762 0.39
B 0.928 -0.745 0.884 0.49
N 1.092 -2.180 0.559 0.54
C 2.226 -2.733 1.152 -0.63
C 2.845 -1.775 1.867 -0.72
C 0.221 -2.963 -0.241 -1.01
C -0.828 -3.670 0.370 0.91
C -1.710 -4.380 -0.436 -0.45
C -1.562 -4.398 -1.814 -1.50
C -0.508 -3.723 -2.401 -0.41
C 0.406 -3.010 -1.629 0.62
C 1.548 -2.271 -2.298 1.47
C 2.245 -3.110 -3.369 -1.86
C 1.048 -0.945 -2.874 -0.57
C -1.018 -3.614 1.876 1.45
C -1.603 -4.893 2.471 -2.09
C -1.875 -2.402 2.255 -1.10
H 3.479 1.322 -1.771 0.45
H 3.314 2.724 -0.698 0.32
H 2.125 1.405 -0.632 -0.10
H 3.831 -0.140 0.199 -0.18
H 5.758 2.230 0.043 0.35
H 5.809 0.739 -0.889 0.45
H 6.114 0.702 0.855 0.42
H 4.762 3.119 1.724 0.25
H 3.941 3.866 3.926 0.37
H 2.257 2.528 5.125 0.38
H 1.131 0.671 5.440 0.64
H 0.719 -1.651 3.526 0.04
H 0.382 -1.551 5.258 0.52
H 2.053 -1.577 4.678 0.36
H -0.442 0.683 2.837 0.02
H -0.486 1.874 4.145 0.50
H -1.170 0.258 4.409 0.40
H 2.511 -3.765 1.014 0.37
H 3.746 -1.849 2.458 0.32
H -2.532 -4.925 0.011 0.24
H -2.270 -4.945 -2.426 0.41
H -0.400 -3.737 -3.479 0.22
H 2.280 -2.040 -1.521 -0.30
H 1.594 -3.290 -4.228 0.29
H 2.560 -4.077 -2.972 0.45
H 3.128 -2.583 -3.735 0.44
H 0.219 -1.107 -3.569 -0.17
H 1.843 -0.412 -3.402 0.55
H 0.702 -0.319 -2.053 -0.30
H -0.030 -3.473 2.318 0.00
H -2.647 -5.040 2.184 0.35
H -1.575 -4.836 3.561 0.47
H -1.040 -5.774 2.159 0.44
H -2.858 -2.470 1.778 0.37
H -1.375 -1.485 1.930 -0.03
H -2.016 -2.353 3.339 0.44
```

> The lowest total charge belongs to which entry?

C41H54BN3ORbS